Record 1
DFT (the ωB97M-V functional and the def2-TZVPD basis) results for C34H42N6O16Sn as an isolated structure.

Summary:
* E_HOMO: -7.049 eV

```
! RIJCOSX wB97M-V def2-TZVPD def2/J DEFGRID3
* xyz 0 1
H -6.45173 4.29368 0.74977
H -0.98533 3.79480 2.55202
C -5.10773 4.56383 -1.00821
C 5.87055 -2.91135 -0.73566
H 2.87021 0.88928 -3.58085
C 0.76381 2.59960 2.03709
C -3.93743 4.12048 -1.62268
N 1.98514 0.93681 -3.11037
H 1.82422 0.87328 3.65281
H -1.90067 -0.47333 -2.41644
C 0.71246 4.54114 3.47246
C -4.02395 2.22446 -0.17706
C -2.07357 0.14204 3.05632
H -1.12655 -2.82136 3.42673
C -3.39057 -1.51012 -3.38277
H 7.22990 -3.46415 -2.95991
H -0.30500 1.10186 -2.19690
C 0.92961 1.39092 -3.81635
C -2.59181 1.23037 3.75236
C 2.18914 2.63038 2.04393
C 2.81118 3.57137 2.85469
H 0.76849 -3.08979 -1.49772
N -0.20586 1.53503 -3.11175
H 3.98255 -2.37713 -3.47033
N -3.79331 -1.59445 -4.65775
H -3.07123 -0.23346 6.81673
C -2.13760 -1.13113 5.11506
H 1.40125 -2.25184 -6.25473
O -3.83225 -2.23122 -2.46407
O -0.42669 -1.72783 0.01135
C -5.70641 3.89350 0.07736
C -3.39646 2.88602 -1.20792
C 3.72527 -1.91281 -0.16619
H 0.25933 -1.70815 -3.46437
H 1.55502 -4.93490 -5.96469
O -0.85590 -1.91326 3.25760
C 0.79941 -3.28134 -4.83754
O 1.68939 -5.47968 -1.44145
H 0.14898 1.88581 1.50621
H -3.49735 4.64151 -2.46202
H -5.51949 2.11560 1.31409
H -3.28067 -1.08861 -5.35826
H 2.19097 1.07564 0.82307
C -5.11691 2.72517 0.51653
H 1.27725 -0.32767 2.57445
N -2.58661 -0.44163 -3.16698
C -1.75275 -0.99715 3.78869
C 3.50221 -1.66324 -1.51388
C 4.33607 -2.27515 -2.45175
C -0.21717 -0.50786 -0.34393
H 2.49241 5.27446 4.25501
C 0.07850 3.62855 2.66602
H -3.97874 1.75828 6.60070
H 0.27806 6.29620 3.50680
H 2.66624 0.56153 5.60084
H 6.78941 -3.38356 -0.41656
C 0.98316 -3.49766 -2.47792
O -1.24708 0.15111 -0.74757
C 0.64514 -2.70892 -3.59766
H -1.05799 1.65165 -3.62651
O 0.90502 0.04487 -0.19455
N 2.74085 -0.39091 5.29541
C 1.75135 -5.30164 -3.87041
H 5.20111 -2.46729 1.25059
O 0.00710 5.58918 4.10542
H 2.18636 -6.28119 -4.01190
H 3.89253 3.58610 2.78854
H 1.39418 -6.38881 -1.38999
H 2.52656 -1.28720 -1.78091
O -3.55325 0.97602 0.10613
H -2.33154 0.14547 -3.94123
H -2.73595 0.65830 -0.29804
C -2.78330 -0.09579 5.78383
O 2.15242 -2.19936 4.04680
C 1.35986 -4.54857 -4.97270
H -1.94365 -2.07689 5.60570
H -4.96881 6.22502 -1.96116
Sn -3.15054 -2.50491 0.33685
O 2.76843 -1.56611 0.75581
O 6.27586 -3.43584 -3.01880
H -4.38637 -2.33613 -4.98900
H 1.87248 0.72648 -2.12956
C 2.10474 4.53063 3.57245
O -5.63432 5.76137 -1.44689
C 5.53345 -2.82151 -2.07741
C 2.02449 -1.02134 4.30999
C 5.02569 -2.27111 0.19932
C 1.51757 -4.76942 -2.58755
O 1.01137 1.61324 -5.02603
O -3.86518 1.97315 5.67262
C -3.01497 1.10463 5.05999
H -1.79859 0.14201 2.00917
H 3.41484 -0.90003 5.84353
H -2.78900 2.13272 3.18992
H 2.00312 -1.04911 0.41564
H -2.67851 2.31631 -1.78014
N 1.45758 -0.04921 3.52811
O 0.51820 -2.50264 -5.95972
O 2.80832 1.69387 1.24023
*
```

These are the Löwdin partial charges, in e, on atoms 1 to 4:
1. H 0.1166
2. H 0.1129
3. C -0.3077
4. C -0.0116

Record 2
DFT (the ωB97M-V functional and the def2-TZVPD basis) results for C34H43BN5OPdS as an isolated structure.

Summary:
* E_HOMO (alpha / beta): -3.878 / -3.883 eV
* ΔE to the lowest compared entry with this formula, charge and spin: 3.029 eV

```
! RIJCOSX wB97M-V def2-TZVPD def2/J DEFGRID3
* xyz -1 1
C -3.27497 3.88670 -2.14164
C 1.40963 1.79430 2.87835
H 1.37848 3.59799 4.02907
H -4.83627 0.80357 -3.83996
C 1.17996 -3.65555 -1.35646
H -3.42209 -2.53451 3.14204
O -2.68306 2.60341 -0.28391
C 2.01828 2.01539 -3.33551
C 2.45085 -4.35371 -1.85101
H 0.44610 -3.78951 -3.93947
C 0.87383 1.89557 5.21113
H 2.97812 1.50271 -3.34128
C 1.18313 0.40962 2.89011
C 0.25506 -1.73669 -4.47973
C 0.65864 -1.74233 4.22039
B 0.42076 -0.27059 0.52656
H -4.77023 2.96388 -5.02873
H 3.27197 -3.64170 -1.90028
H 0.23255 0.37569 -4.76555
H -0.17609 3.07636 -2.02842
N -3.42854 0.00310 -0.27687
H 2.11832 1.73547 0.86644
H 3.93696 2.55655 2.29851
C -3.85875 1.53049 -2.08044
H 3.29346 -1.55834 -0.60825
C -4.00698 0.28806 -1.39579
C 2.51148 -1.15240 0.00711
C -3.80935 3.99137 -3.39800
H 0.53915 4.19009 1.74933
H 3.04641 4.03696 2.63837
C 0.80044 3.39681 1.05201
H -1.32675 -1.67486 3.42274
H 3.58079 3.69280 0.99440
C -4.36781 2.87838 -4.02863
H -0.65900 -3.31778 3.55267
C 0.70435 0.52601 5.22842
H -4.10773 -3.10314 1.69244
C 1.94816 -2.54376 4.02409
C -0.43364 -2.28132 3.30318
H 2.77553 -2.09952 4.57268
C -3.23297 2.65588 -1.42512
H 0.26591 -5.42468 -0.52297
H 1.49184 1.32998 -1.38579
N -3.92964 -2.31630 2.29949
C 0.52108 -2.76590 -3.59936
C -0.29594 2.03270 -2.31338
H 2.73541 -5.16270 -1.18088
H 3.38719 -0.78300 1.97931
C -3.50221 -1.18552 1.63854
H 0.33264 -1.91075 5.25494
Pd -1.44986 0.69422 0.37024
H 1.37326 -3.26464 -0.35407
H -0.13062 -2.22611 2.26129
C 0.86274 -2.50211 -2.28089
H 1.64033 2.05812 -4.35393
C 0.96328 -1.17090 -1.85069
H 0.43349 0.04289 6.15786
C -4.39707 1.67493 -3.36306
C 3.18956 3.24548 1.90679
H 2.18220 3.03687 -2.99915
H 2.21290 -2.60654 2.97278
H -0.90263 1.52241 -1.53998
H -0.05627 -1.95273 -5.49057
N -3.79283 -1.12022 0.37153
S -2.75333 0.03996 2.59356
C 1.23893 2.52716 4.04117
H -0.19543 -5.12090 -2.19708
C 0.85805 -0.24652 4.08259
C 0.41371 -0.42884 -4.06955
N 1.32300 -0.27095 1.66159
N 1.25438 -0.87371 -0.50555
H 1.80185 -3.55661 4.39524
C 1.04626 1.31190 -2.38635
H -0.83384 1.98992 -3.25867
C 0.80528 -0.12724 -2.77444
H -3.79190 4.94283 -3.91770
H -2.84791 4.74972 -1.65162
H 0.73048 2.46923 6.11435
C 1.88821 2.48887 1.62445
H -4.73547 -0.42330 -1.79784
H -0.10321 2.79766 0.84880
H 2.30293 -4.76569 -2.84728
H -0.87376 -4.12973 -0.90281
C 2.55637 -0.77387 1.29648
C 0.02077 -4.64505 -1.24312
H 1.14167 3.84821 0.12076
*
```

These are the Löwdin partial charges, in e, on atoms 1 to 4:
1. C -0.0467
2. C -0.1263
3. H 0.1074
4. H 0.0998

Number 1: F_max 3.9 eV/A. Number 2: F_max 1.7 eV/A.